128
Properties=species:S:1:pos:R:3:forces:R:3:lowdin_charge:R:1 method="wB97M-V/def2-TZVPD" largest_force_ev_per_a=2.8 lumo_ha=-0.2815 total_charge=+3 multiplicity=1 e_homo_ev=-12.52 molar_mass_g_mol=735.1
C -0.4106 -6.0965 6.0568 -0.2189 -0.6087 -1.4302 0.0592
N -1.1104 -5.0420 5.2673 0.4768 0.2710 0.6040 -0.0751
C -0.6712 -4.7841 4.0155 -0.5505 -0.4419 0.3761 0.0397
C -1.3240 -3.8676 3.2352 -0.5844 -0.4472 -0.8593 0.0629
C -2.4439 -3.1785 3.7116 -0.3908 -1.2848 0.0642 -0.1084
C -2.8800 -3.5036 4.9919 0.6273 1.0649 0.3260 0.0533
C -2.1783 -4.4171 5.7616 -0.7842 0.3087 -0.3418 0.0157
C -3.3096 -2.4224 2.7627 0.9848 0.1735 0.0609 -0.1282
C -3.6013 -1.0909 2.9911 -0.5107 0.8073 0.0551 0.0482
C -4.2140 -0.3423 2.0133 -0.3472 -0.7572 0.2011 -0.0027
N -4.6480 -0.9423 0.8913 0.5634 0.3300 0.0036 -0.0603
C -4.3318 -2.2182 0.6408 -0.2352 -0.3403 -0.4864 0.0044
C -3.6710 -3.0050 1.5517 0.1407 0.5045 0.4663 0.0595
C -5.3972 -0.1632 -0.1053 -0.5662 -0.0416 0.0981 0.0435
H -0.7329 -7.0068 5.5460 -0.0032 -0.2937 0.5774 0.1188
H -0.6765 -6.0957 7.1046 -0.0425 0.2019 0.0043 0.1094
H 0.6564 -6.0364 5.8631 0.0528 0.3495 0.3636 0.1139
H 0.0606 -5.4883 3.6444 0.3569 0.3835 -0.0829 0.1641
H -1.1398 -3.9052 2.1679 0.5485 0.5728 0.0913 0.1336
H -3.6808 -2.9370 5.4487 -0.3044 -0.4036 -0.0377 0.1384
H -2.6007 -4.7140 6.7113 0.5245 -0.0706 0.2058 0.1558
H -3.4215 -0.5617 3.9171 0.5093 -0.2877 0.0419 0.1419
H -4.3869 0.7144 2.1252 -0.2143 -0.0224 -0.0364 0.1290
H -4.6328 -2.5774 -0.3326 -0.0430 -0.1071 0.0545 0.1556
H -3.4065 -4.0329 1.3584 -0.1324 0.0008 -0.3054 0.1445
H -6.3861 -0.6006 -0.2429 0.1024 -0.2108 0.0256 0.1155
H -4.8851 -0.1445 -1.0630 0.2533 0.1387 0.1333 0.1061
H -5.5761 0.8202 0.3169 0.2629 0.1596 -0.2604 0.1010
C -3.2461 1.0223 -4.4545 0.2970 1.4615 0.2592 -0.1022
C -2.0320 0.5198 -3.6358 -1.7245 -0.1806 -1.5575 -0.2310
C -1.1914 -0.3713 -4.5366 1.7700 0.2123 -0.5837 -0.1945
C -1.7382 -1.7612 -4.8052 -0.9606 -0.7509 0.2620 -0.1285
N -0.7882 -2.8888 -4.5267 -0.0716 0.3056 -0.1046 -0.2825
C -1.4057 -4.2270 -4.8340 0.0422 0.4203 -0.2753 -0.0915
C -0.5565 -5.2091 -4.0601 1.1569 -0.1314 0.3928 -0.1308
C -0.1434 -4.4108 -2.7779 0.0009 -0.7434 -0.0431 -0.1118
C -0.5254 -2.9571 -3.0318 -0.7537 -0.3640 -0.1498 -0.1019
C 0.4832 -2.7221 -5.3197 -0.4746 -0.2396 0.9442 0.0591
H -3.9011 0.2780 -4.9045 0.2248 -0.2763 0.0977 0.0755
H -2.8934 1.7020 -5.2345 -0.0338 -0.2825 -0.2654 0.0793
H -3.8662 1.6836 -3.8402 -0.1284 -0.2687 0.1062 0.0689
H -2.4957 -0.0246 -2.8133 0.8518 -0.1911 0.4050 0.0831
H -1.4631 1.3809 -3.2976 0.0384 -0.0718 0.2247 0.1066
H -0.1375 -0.3131 -4.2240 -0.2300 -0.9648 0.8855 0.0974
H -0.9132 0.0216 -5.5261 -1.1436 0.7155 -0.0255 0.1293
H -2.1861 -1.9059 -5.7920 0.7750 0.1997 -0.3861 0.1446
H -2.6268 -1.9968 -4.2101 0.2784 0.2963 0.5394 0.1310
H -1.4629 -4.3400 -5.9155 0.0738 -0.1436 0.0113 0.1468
H -2.4186 -4.1299 -4.4417 -0.0342 -0.4085 0.0415 0.1406
H 0.3791 -5.5540 -4.5065 -0.2364 0.4119 -0.7844 0.1147
H -1.0428 -6.1644 -3.8742 -0.4550 0.2921 0.3074 0.1239
H 0.9119 -4.4759 -2.5201 -0.0015 -0.3736 -0.1177 0.1158
H -0.7057 -4.9180 -1.9976 0.0879 0.7948 0.5751 0.1180
H 0.1558 -2.1491 -2.7910 0.3047 -0.3297 0.2456 0.1110
H -1.4641 -2.7298 -2.5276 0.0131 0.2307 -0.1028 0.1149
H 0.1914 -2.4194 -6.3195 0.3238 0.0581 -0.0932 0.1226
H 1.0132 -3.6691 -5.2992 0.0094 0.0004 -0.2383 0.1086
H 1.0782 -2.0023 -4.7673 0.1294 0.2520 -0.4728 0.0929
C 7.4957 0.2860 -3.9639 -1.0839 0.4432 0.1281 -0.0838
C 6.0996 0.9571 -3.9271 1.1226 -0.2354 -1.4355 -0.2611
C 5.0114 0.0875 -3.3117 0.2586 -0.2110 0.5839 -0.1815
C 4.9973 0.1876 -1.7867 0.1087 2.6347 0.6727 -0.1141
N 3.6294 0.3965 -1.1592 0.6009 -0.4240 -0.2820 -0.2508
C 2.9907 1.7281 -1.4910 -1.2075 -0.4066 -0.5095 -0.0785
C 2.4750 2.2991 -0.1680 -0.8184 1.1820 -0.0754 -0.1519
C 2.5261 1.1837 0.8446 1.0230 -2.2191 0.4765 -0.1450
C 3.7906 0.4885 0.3567 1.2236 0.3270 -0.0989 -0.0927
C 2.7513 -0.7428 -1.5796 -0.3187 0.3993 1.2928 0.0281
H 7.8001 0.1361 -2.9292 0.5821 -0.3744 -0.2189 0.0749
H 8.1954 0.8974 -4.5287 0.1521 0.1834 0.3615 0.0792
H 7.3937 -0.6274 -4.5493 0.1729 -0.3151 0.4462 0.0794
H 5.8840 1.1150 -4.9887 -0.4380 0.0629 0.1143 0.1083
H 6.1794 1.9642 -3.5114 -0.2651 -0.1177 0.3507 0.1080
H 5.1950 -0.9736 -3.4943 -0.0683 0.0946 -0.6415 0.1231
H 4.0729 0.3735 -3.7893 -0.2333 -0.1042 0.3852 0.1092
H 5.4463 1.1311 -1.4483 0.4370 -0.0327 -0.5469 0.1268
H 5.5966 -0.5343 -1.2348 -0.6421 -0.6447 -0.1387 0.1512
H 2.1412 1.5244 -2.1432 0.1096 -0.0901 -0.0853 0.1223
H 3.6315 2.4063 -2.0477 0.4439 -0.2385 0.2204 0.1400
H 1.4738 2.7327 -0.2450 -0.0466 -0.2286 -0.3773 0.1057
H 3.0978 3.1725 0.0403 0.2047 -0.3235 0.7002 0.1223
H 1.7788 0.3802 0.8569 -0.7116 0.6955 -0.5066 0.1055
H 2.6217 1.3817 1.9121 0.1875 0.6770 -0.1582 0.1322
H 4.1982 -0.4511 0.7311 -0.9133 -0.2932 0.2540 0.1355
H 4.5864 1.2276 0.5070 0.1929 -0.1354 -0.2831 0.1389
H 1.9701 -0.7461 -0.8207 -0.1723 -0.6001 -0.2270 0.0875
H 3.3559 -1.6434 -1.5354 -0.2209 -0.1706 -0.0034 0.1201
H 2.2949 -0.5608 -2.5469 0.3327 0.0453 -0.1597 0.0875
C -2.4335 1.9931 0.6676 0.7163 0.9165 -0.0406 -0.0930
C -1.3392 2.4168 1.6506 -0.0766 -0.8447 1.0606 -0.2439
C -1.2967 3.9168 1.8853 0.6308 1.0676 -1.2397 -0.1885
C -0.1985 4.4224 2.8149 -1.1428 -0.6362 1.8743 -0.1074
N -0.5072 5.7495 3.4828 1.1650 0.7766 -1.0352 -0.2822
C 0.7111 6.1970 4.2666 0.7461 0.5073 0.0657 -0.1019
C 0.4768 7.6834 4.5409 -0.7902 -0.0129 1.0932 -0.1296
C -0.4925 8.1189 3.4283 -0.1135 0.6268 -0.2193 -0.1359
C -0.5634 6.9065 2.5011 -0.6479 0.1801 0.5264 -0.0841
C -1.7254 5.6805 4.3553 0.8784 -0.0245 -0.1786 0.0536
H -2.2764 2.5198 -0.2786 -0.0726 -0.1535 -0.1025 0.0819
H -3.3781 2.3765 1.0644 -0.1911 -0.3287 -0.1335 0.0690
H -2.4003 0.9202 0.4822 -0.1440 -0.0191 0.0654 0.0424
H -0.3609 1.9887 1.4148 0.0387 0.3143 -0.5451 0.0973
H -1.5145 1.8903 2.5999 -0.2402 0.2195 0.0972 0.1129
H -2.2654 4.3553 2.1295 -0.1164 -0.4453 0.3680 0.1076
H -1.0842 4.4014 0.9204 -0.0735 -0.1530 -0.0950 0.1229
H 0.7928 4.4163 2.3712 -0.0206 0.3907 -0.0793 0.1358
H -0.1608 3.8331 3.7389 0.2797 -0.6996 -0.4724 0.1342
H 0.8876 5.5919 5.1527 -0.2602 -0.1160 -0.0243 0.1461
H 1.5734 6.1062 3.6068 -0.0996 -0.3714 -0.0836 0.1351
H 0.0029 7.7335 5.5261 -0.2843 0.2298 -0.1625 0.1160
H 1.3393 8.3243 4.7050 0.4075 -0.3948 -0.6134 0.1304
H -1.4558 8.3920 3.8609 -0.1746 -0.4213 -0.1178 0.1174
H -0.2571 9.0352 2.8883 0.5908 -0.1880 -0.0619 0.1297
H -1.4571 6.8691 1.8828 -0.0214 -0.1569 0.0245 0.1409
H 0.3283 6.7865 1.8898 -0.0394 0.1846 -0.1372 0.1421
H -2.5808 5.6205 3.6950 -0.2425 -0.2217 0.3116 0.1074
H -1.7742 6.5694 4.9727 -0.0665 0.0721 -0.1040 0.1036
H -1.5553 4.8316 5.0130 -0.4902 -0.1705 -0.0899 0.1207
O -0.0219 -2.4494 -0.1227 0.3737 0.7824 0.2037 0.0384
C -0.9246 -1.4743 0.2088 -2.2623 0.1903 1.6318 -0.8033
O -1.8974 -1.2288 -0.5366 0.3573 -0.3124 -1.1438 -0.0505
O -0.8214 -1.0206 1.3810 0.6673 0.1431 -0.1998 -0.0417
H 0.5560 -2.3246 0.6624 0.5706 -0.7857 -0.3502 0.0914
O 2.5812 -4.2324 -0.0926 0.0938 0.5521 -0.0108 -0.0067
C 3.3297 -3.8183 1.0312 0.7690 0.3837 0.7553 -0.8131
O 4.1294 -4.5830 1.5275 -0.3095 -0.2266 -0.0167 0.0315
O 3.0537 -2.6018 1.3418 -0.2704 0.0528 -0.3587 -0.1199
H 2.2910 -3.3201 -0.2445 -0.7531 -0.3676 -0.7106 0.0179